No. 1
{"formula": "C21H18BrCrN11O8", "method": "wB97M-V/def2-TZVPD", "elements": ["Cr", "N", "C", "N", "C", "N", "C", "C", "N", "C", "C", "N", "H", "H", "H", "H", "H", "O", "C", "C", "C", "C", "C", "C", "C", "O", "N", "O", "O", "H", "H", "H", "H", "N", "N", "C", "N", "N", "N", "O", "O", "H", "H", "H", "H", "H", "Br", "C", "C", "C", "C", "C", "C", "C", "O", "O", "H", "H", "H", "H"], "positions_angstrom": [[0.25, 0.23, -0.09], [3.03, 0.50, -3.17], [2.61, 0.04, -2.00], [1.57, 0.76, -1.61], [1.40, 1.67, -2.61], [2.27, 1.54, -3.58], [0.36, 2.69, -2.52], [0.09, 3.58, -3.56], [-0.86, 4.50, -3.43], [-1.52, 4.53, -2.28], [-1.25, 3.62, -1.26], [-0.30, 2.70, -1.38], [3.80, 0.18, -3.73], [3.03, -0.80, -1.47], [0.63, 3.54, -4.49], [-2.28, 5.28, -2.16], [-1.82, 3.64, -0.34], [-0.73, -0.72, 1.40], [-1.29, -1.83, 1.35], [-1.47, -2.62, 0.19], [-2.23, -3.80, 0.31], [-2.44, -4.58, -0.79], [-1.90, -4.24, -2.04], [-1.14, -3.11, -2.17], [-0.90, -2.27, -1.07], [-0.17, -1.21, -1.23], [-3.25, -5.80, -0.66], [-3.68, -6.07, 0.44], [-3.45, -6.44, -1.67], [-1.70, -2.22, 2.28], [-2.66, -4.09, 1.26], [-2.09, -4.88, -2.88], [-0.72, -2.82, -3.13], [-1.06, 1.94, 1.68], [-2.42, 1.68, 1.72], [-3.03, 1.06, 0.68], [-4.34, 0.85, 0.79], [-2.24, 0.78, -0.36], [-2.83, 0.36, -1.53], [-2.09, 0.37, -2.49], [-3.98, -0.06, -1.57], [-0.57, 1.51, 2.45], [-0.87, 2.94, 1.67], [-2.94, 1.84, 2.57], [-4.85, 1.17, 1.60], [-4.81, 0.41, 0.02], [1.87, 2.11, 4.19], [3.31, 1.03, 3.58], [4.40, 0.93, 4.42], [5.47, 0.12, 4.07], [5.44, -0.62, 2.89], [4.34, -0.53, 2.07], [3.26, 0.31, 2.39], [2.14, 0.38, 1.42], [1.47, 1.41, 1.22], [1.84, -0.66, 0.73], [4.41, 1.48, 5.35], [6.32, 0.05, 4.73], [6.27, -1.26, 2.63], [4.29, -1.11, 1.16]], "lowdin_charge": [1.043, 0.068, -0.082, 0.054, -0.261, 0.164, -0.191, -0.042, 0.110, -0.089, -0.103, 0.119, 0.174, 0.150, 0.125, 0.115, 0.098, -0.081, -0.106, -0.103, 0.069, -0.130, 0.047, 0.038, -0.292, -0.144, -0.355, 0.086, 0.096, 0.155, 0.136, 0.131, 0.132, 0.031, 0.007, -0.392, 0.216, 0.111, -0.403, 0.082, 0.050, 0.058, 0.107, 0.158, 0.126, 0.096, 0.832, -0.579, -0.114, -0.050, -0.053, -0.008, -0.156, -0.556, -0.076, -0.068, 0.104, 0.117, 0.113, 0.119], "orbital_gap_ev": [8.29, 8.18], "spin_multiplicity": 4, "e_above_lowest_kj_mol": 60.2, "total_charge": 1}

=====

No. 2
{"formula": "C21H18Cl5N5O5STc", "method": "wB97M-V/def2-TZVPD", "elements": ["Tc", "O", "C", "O", "C", "O", "C", "C", "O", "O", "H", "H", "H", "H", "H", "Cl", "C", "C", "C", "Cl", "C", "Cl", "C", "Cl", "C", "Cl", "N", "C", "C", "N", "C", "C", "N", "H", "H", "H", "H", "H", "N", "C", "S", "N", "C", "C", "C", "C", "C", "C", "H", "H", "H", "H", "H", "H", "H", "H"], "positions_angstrom": [[-0.48, 0.76, -0.78], [-4.08, 3.30, 1.44], [-3.44, 2.18, 1.15], [-2.84, 1.50, 1.94], [-3.61, 1.86, -0.32], [-2.73, 0.80, -0.74], [-3.21, 0.19, -1.97], [-2.17, 0.29, -3.06], [-2.42, 0.11, -4.20], [-0.92, 0.55, -2.61], [-4.04, 3.47, 2.40], [-3.45, 2.76, -0.92], [-4.64, 1.54, -0.44], [-4.11, 0.69, -2.32], [-3.43, -0.86, -1.77], [-0.87, 3.35, -1.54], [-0.54, 3.42, 0.17], [-0.19, 2.18, 0.68], [0.32, 2.15, 1.97], [0.93, 0.68, 2.64], [0.34, 3.31, 2.75], [0.90, 3.26, 4.36], [-0.10, 4.53, 2.21], [-0.08, 5.94, 3.16], [-0.52, 4.60, 0.88], [-0.98, 6.07, 0.14], [3.76, -1.11, -3.50], [3.30, -0.15, -2.69], [1.98, -0.18, -2.18], [1.54, 0.78, -1.37], [2.38, 1.78, -1.04], [3.67, 1.78, -1.54], [4.13, 0.83, -2.35], [3.16, -1.81, -3.90], [4.68, -1.00, -3.89], [1.29, -0.96, -2.47], [2.02, 2.55, -0.39], [4.35, 2.58, -1.28], [-2.00, -1.20, 1.82], [-0.96, -1.83, 1.34], [0.01, -1.25, -0.05], [-0.51, -2.94, 1.90], [0.57, -3.75, 1.39], [0.38, -4.47, 0.22], [1.42, -5.26, -0.25], [2.61, -5.34, 0.45], [2.78, -4.63, 1.63], [1.75, -3.82, 2.11], [-2.26, -0.25, 1.56], [-2.45, -1.55, 2.66], [-0.93, -3.23, 2.77], [-0.57, -4.43, -0.30], [1.28, -5.84, -1.16], [3.41, -5.97, 0.09], [3.70, -4.70, 2.19], [1.87, -3.26, 3.03]], "lowdin_charge": [1.259, 0.182, -0.495, 0.103, -0.073, -0.274, -0.046, -0.537, 0.198, -0.243, 0.166, 0.129, 0.163, 0.151, 0.158, 0.836, -0.685, -0.389, -0.691, 0.731, -0.691, 0.761, -0.684, 0.780, -0.709, 0.781, 0.176, -0.335, -0.083, -0.120, -0.090, -0.066, 0.164, 0.118, 0.126, 0.099, 0.103, 0.130, 0.181, -0.661, 0.803, 0.093, -0.304, -0.050, -0.050, -0.048, -0.045, -0.012, 0.061, 0.148, 0.180, 0.121, 0.118, 0.119, 0.120, 0.124], "orbital_gap_ev": [6.12, 6.17], "spin_multiplicity": 2, "total_charge": 2}

=====

No. 3
{"formula": "C21H18ClFN2O4S", "method": "wB97M-V/def2-TZVPD", "elements": ["C", "O", "C", "C", "C", "C", "N", "C", "O", "C", "C", "C", "C", "C", "C", "F", "C", "C", "C", "S", "O", "O", "N", "C", "C", "C", "C", "C", "C", "Cl", "H", "H", "H", "H", "H", "H", "H", "H", "H", "H", "H", "H", "H", "H", "H", "H", "H", "H"], "positions_angstrom": [[-2.72, 3.11, -1.12], [-2.18, 2.60, 0.08], [-1.74, 1.33, 0.12], [-1.75, 0.44, -0.96], [-1.24, -0.83, -0.82], [-0.71, -1.27, 0.39], [-0.21, -2.57, 0.47], [0.57, -3.12, 1.45], [0.94, -2.55, 2.44], [0.92, -4.59, 1.15], [1.53, -4.73, -0.21], [2.85, -4.35, -0.43], [3.41, -4.44, -1.69], [2.66, -4.89, -2.77], [1.35, -5.26, -2.54], [0.60, -5.71, -3.57], [0.77, -5.19, -1.29], [-0.72, -0.40, 1.48], [-1.24, 0.87, 1.33], [-1.14, 1.97, 2.75], [-2.29, 2.80, 2.86], [-0.74, 1.20, 3.89], [0.19, 2.92, 2.35], [0.10, 3.85, 1.32], [-0.78, 4.92, 1.43], [-0.87, 5.86, 0.42], [-0.09, 5.75, -0.72], [0.78, 4.68, -0.85], [0.86, 3.73, 0.15], [1.91, 2.36, -0.04], [-3.60, 2.54, -1.43], [-1.98, 3.11, -1.92], [-3.01, 4.13, -0.89], [-2.14, 0.75, -1.92], [-1.24, -1.50, -1.67], [-0.37, -3.14, -0.35], [0.00, -5.18, 1.23], [1.61, -4.91, 1.92], [3.43, -3.99, 0.40], [4.44, -4.14, -1.84], [3.08, -4.97, -3.76], [-0.25, -5.51, -1.16], [-0.33, -0.69, 2.44], [1.01, 2.32, 2.29], [-1.38, 4.99, 2.32], [-1.55, 6.69, 0.52], [-0.16, 6.48, -1.51], [1.39, 4.57, -1.74]], "lowdin_charge": [-0.058, -0.102, -0.268, 0.001, 0.000, -0.202, 0.138, -0.455, 0.095, -0.051, -0.238, -0.032, -0.063, -0.011, -0.269, 0.059, 0.017, 0.020, -0.180, 0.688, -0.256, -0.271, -0.056, -0.343, -0.020, -0.079, -0.090, -0.110, -0.586, 0.721, 0.100, 0.100, 0.095, 0.109, 0.117, 0.128, 0.128, 0.130, 0.121, 0.109, 0.117, 0.129, 0.108, 0.082, 0.115, 0.107, 0.104, 0.104], "orbital_gap_ev": 8.77, "smiles": "COc1ccc(NC(=O)Cc2cccc(F)c2)cc1S(=O)(=O)Nc1ccccc1Cl", "spin_multiplicity": 1}

=====

No. 4
{"formula": "C21H18F6N", "method": "wB97M-V/def2-TZVPD", "elements": ["C", "C", "C", "N", "C", "C", "C", "H", "H", "H", "H", "H", "H", "H", "H", "H", "F", "C", "F", "F", "C", "C", "C", "C", "C", "C", "C", "C", "C", "C", "F", "F", "F", "C", "C", "C", "C", "H", "H", "H", "H", "H", "H", "H", "H", "H"], "positions_angstrom": [[0.46, 2.34, -3.83], [-0.23, 1.09, -3.45], [0.34, -0.08, -2.94], [-0.67, -1.01, -2.77], [-1.87, -0.46, -3.14], [-3.15, -1.18, -3.10], [-1.63, 0.85, -3.57], [-0.27, 3.07, -4.19], [0.99, 2.78, -2.98], [1.19, 2.17, -4.63], [1.39, -0.28, -2.74], [-0.54, -1.96, -2.44], [-3.94, -0.51, -3.46], [-3.15, -2.07, -3.76], [-3.41, -1.50, -2.08], [-2.38, 1.54, -3.94], [3.51, -4.95, 3.39], [3.47, -4.70, 2.05], [4.76, -4.78, 1.59], [2.76, -5.71, 1.46], [2.86, -3.36, 1.75], [3.29, -2.65, 0.63], [2.69, -1.44, 0.33], [1.64, -0.90, 1.14], [1.05, 0.30, 0.69], [0.03, 1.10, 1.27], [-0.80, 0.73, 2.38], [-1.74, 1.61, 2.89], [-1.93, 2.85, 2.27], [-3.02, 3.75, 2.77], [-2.80, 5.06, 2.44], [-4.23, 3.39, 2.25], [-3.14, 3.69, 4.13], [-1.19, 3.23, 1.15], [-0.22, 2.37, 0.67], [1.30, -1.63, 2.33], [1.86, -2.87, 2.59], [4.10, -3.04, 0.01], [3.04, -0.87, -0.53], [1.48, 0.71, -0.22], [-0.74, -0.25, 2.83], [-2.34, 1.34, 3.76], [-1.37, 4.19, 0.68], [0.37, 2.67, -0.20], [0.62, -1.22, 3.07], [1.55, -3.44, 3.46]], "lowdin_charge": [-0.067, -0.311, -0.106, 0.050, -0.333, -0.041, -0.006, 0.082, 0.065, 0.087, 0.103, 0.156, 0.086, 0.088, 0.081, 0.114, 0.136, -0.510, 0.136, 0.142, -0.070, 0.032, 0.034, -0.157, 0.133, -0.154, 0.040, 0.035, -0.069, -0.509, 0.136, 0.142, 0.137, 0.037, 0.047, 0.042, 0.036, 0.141, 0.130, 0.124, 0.101, 0.143, 0.141, 0.130, 0.102, 0.143], "orbital_gap_ev": 3.86, "spin_multiplicity": 1, "total_charge": 1}